The following is a quantum chemistry calculation of a structure of composition C18H50InN2Na3O15PS in a non-equilibrium geometry, from OMol25.

Summary:
Molar mass, u: 781.426
Charge: -1
E_tot, hartree: -3370.6056

CARTESIAN COORDINATES (ANGSTROEM)
In: -0.341894 0.521965 -0.518415
Na: -2.542193 -0.108133 -4.302745
Na: -3.891486 2.812255 -0.853663
Na: -0.883226 4.719244 -1.627953
C: 2.994087 -3.445321 -0.639684
C: 2.625896 -2.473073 0.514151
O: 1.567146 -1.628781 0.278733
H: 3.125252 -2.924336 -1.588084
H: 2.222690 -4.176325 -0.881943
H: 3.776335 -4.121524 -0.294803
H: 3.472971 -1.820620 0.725975
H: 2.508281 -2.988244 1.467499
C: -1.501977 -3.896917 -2.449626
C: -0.784740 -2.772645 -3.175718
O: -1.016658 -1.409465 -2.770392
H: -0.919310 -4.235896 -1.593072
H: -1.782169 -4.703192 -3.127506
H: -2.483770 -3.624779 -2.062177
H: -1.200222 -2.791114 -4.183257
H: 0.281695 -2.933244 -3.333934
P: -2.113903 2.384401 -2.992321
O: -2.326745 2.195099 -4.521238
O: -2.686026 1.296129 -2.178158
O: -2.717710 3.701762 -2.608030
O: -0.576352 2.446692 -2.462077
S: -1.759713 3.367631 1.015615
O: -0.413113 3.223132 0.468939
O: -1.707564 3.572074 2.450139
O: -2.446985 4.406476 0.262418
O: -2.380360 2.119317 0.646469
C: -3.947743 -0.550190 0.350784
C: -3.080908 -1.582913 1.177651
C: -3.708782 -2.937337 1.614135
O: -4.847583 -2.666133 2.422382
C: -4.544257 -2.393184 3.791083
N: -1.973446 -1.938402 0.340445
H: -4.749112 -1.014988 -0.223579
H: -3.365251 0.184991 -0.204463
H: -4.381732 0.006073 1.181639
H: -2.844714 -1.062849 2.106015
H: -3.125218 -3.656904 2.188392
H: -4.054021 -3.587087 0.809939
H: -3.557115 -2.669449 4.161657
H: -5.173871 -3.156275 4.248680
H: -4.831718 -1.380822 4.074976
H: -1.452475 -2.738679 0.669444
H: -2.287624 -2.254446 -0.565928
C: 4.063018 3.659311 0.083275
C: 3.002326 2.672298 -0.551101
C: 3.496629 1.530859 -1.505831
O: 2.366917 1.308221 -2.306317
C: 2.448669 0.214970 -3.119689
N: 2.249148 2.206565 0.606256
H: 3.670065 4.591281 0.489625
H: 4.812135 4.015433 -0.623905
H: 4.549630 3.048399 0.843612
H: 2.220900 3.243286 -1.052561
H: 3.770559 0.580610 -1.047492
H: 4.296287 2.004190 -2.075583
H: 1.616942 0.083935 -3.811895
H: 2.386745 -0.651659 -2.461495
H: 3.381403 0.241200 -3.683077
H: 1.646015 2.962120 0.898591
H: 2.958919 2.310304 1.317285
C: 1.217044 -0.127165 3.970299
C: 0.500638 1.187226 4.131975
O: -0.340962 1.182606 3.006711
H: 0.542734 -0.964686 3.791536
H: 2.017040 -0.342918 4.678513
H: 1.666008 -0.146694 2.977245
H: 1.155691 2.049827 4.009816
H: -0.029956 1.195911 5.084077
H: -0.940319 1.928139 3.087631
C: -0.475399 -4.587193 4.069520
C: -0.145539 -3.575095 2.989560
O: -0.048835 -4.117777 1.684499
H: -0.462075 -4.083379 5.036007
H: 0.265055 -5.378334 3.951578
H: -1.498096 -4.953810 3.981273
H: 0.784852 -3.053642 3.214437
H: -0.881090 -2.782136 3.124732
H: 0.613485 -3.539903 1.298509
C: 2.928568 5.287652 -3.449168
C: 1.881260 4.399500 -4.146043
O: 0.529194 4.608548 -3.635914
H: 2.727095 5.571002 -2.416107
H: 2.962998 6.285983 -3.885346
H: 3.924154 4.920223 -3.697964
H: 2.028715 3.362741 -3.843543
H: 1.897006 4.572769 -5.222063
H: 0.071761 3.765309 -3.599861

Cartesian forces (eV/Å) of the 3 atoms listed first:
In -0.703 0.953 -1.592
Na 0.525 0.545 0.856
Na 0.441 0.238 -0.296


The following is a quantum chemistry calculation of a cluster of 5 separate species, C18H50N4O5 in total in a non-equilibrium geometry, from OMol25.

Summary:
Molar mass, u: 402.621
Energy above the lowest of the compared OMol25 structures with the same formula, charge and spin, eV: 0.000
Charge: +1
Multiplicity: 2

CARTESIAN COORDINATES (ANGSTROEM)
C: 23.513110 -21.785970 -17.361740
C: 22.710040 -20.451040 -17.697700
C: 21.330130 -20.664810 -18.413560
O: 21.593540 -21.221420 -19.665530
C: 20.471680 -21.427880 -20.469160
N: 22.466490 -19.789410 -16.397160
H: 23.751540 -22.226430 -18.329860
H: 22.852420 -22.462110 -16.819140
H: 24.438210 -21.625330 -16.808140
H: 23.348140 -19.794510 -18.289220
H: 20.738820 -19.761720 -18.564870
H: 20.756150 -21.364440 -17.805970
H: 19.818730 -22.142620 -19.968260
H: 20.952380 -21.757110 -21.390370
H: 19.991860 -20.466000 -20.649860
H: 21.945680 -18.929230 -16.491760
H: 23.357290 -19.484850 -16.031350
C: 27.414200 -18.146620 -20.778050
C: 26.502690 -18.042150 -19.574070
C: 25.102050 -17.434380 -19.870800
O: 24.278050 -17.285020 -18.700800
C: 22.925400 -17.093550 -19.018710
N: 26.331400 -19.375470 -18.994820
H: 27.689280 -17.169160 -21.174280
H: 26.809900 -18.629060 -21.546280
H: 28.332690 -18.680460 -20.534140
H: 26.982950 -17.393020 -18.841890
H: 24.647100 -18.010920 -20.676230
H: 25.295220 -16.412080 -20.195890
H: 22.839800 -16.134700 -19.529970
H: 22.333700 -16.954280 -18.113950
H: 22.419790 -17.831100 -19.641990
H: 25.472150 -19.290070 -18.470890
H: 26.165220 -20.020850 -19.753750
C: 26.589290 -21.366330 -24.606920
C: 27.887080 -21.044610 -23.893770
C: 28.440030 -22.296700 -23.087850
O: 27.674320 -22.551690 -21.971210
C: 28.136250 -23.499540 -21.038560
N: 28.787110 -20.701740 -24.975890
H: 26.301780 -20.583130 -25.308370
H: 25.803670 -21.567090 -23.878500
H: 26.752550 -22.322180 -25.104720
H: 27.778730 -20.208070 -23.203440
H: 29.480380 -22.147870 -22.798690
H: 28.409750 -23.200970 -23.695690
H: 27.735560 -24.491050 -21.249390
H: 27.818630 -23.160230 -20.052620
H: 29.216290 -23.485310 -20.892290
H: 28.339420 -19.994790 -25.541490
H: 29.564730 -20.248710 -24.517440
C: 22.268630 -25.446820 -23.586940
C: 21.100680 -24.515880 -23.276720
C: 21.135840 -23.242390 -24.151620
O: 22.215810 -22.420300 -23.804080
C: 22.103690 -21.180460 -24.536630
N: 19.924990 -25.264740 -23.643930
H: 22.259780 -26.385000 -23.032110
H: 23.164690 -24.896790 -23.299460
H: 22.466190 -25.614980 -24.645620
H: 21.153250 -24.142690 -22.253950
H: 20.164550 -22.758590 -24.048500
H: 21.281430 -23.436180 -25.214330
H: 22.969010 -20.546810 -24.342190
H: 21.206480 -20.592530 -24.343080
H: 22.135980 -21.329670 -25.615880
H: 19.212880 -24.641990 -23.290140
H: 19.817510 -26.125820 -23.127120
C: 24.285720 -22.894870 -21.330690
C: 24.468550 -21.416260 -21.264250
O: 25.791440 -21.086710 -20.927760
H: 24.678120 -23.418690 -20.459060
H: 24.811910 -23.341340 -22.174430
H: 23.228700 -23.160800 -21.340720
H: 23.746790 -20.909450 -20.623700
H: 24.052610 -21.031450 -22.195390
H: 26.351320 -21.597620 -21.516910

Cartesian forces (eV/Å) of the 3 atoms listed first:
C -1.378 1.026 -1.427
C -0.198 -0.401 1.492
C 1.414 -0.620 0.473


The following is a quantum chemistry calculation of a cluster of 7 separate species, C18H51B3BrFO10P2S in total in a non-equilibrium geometry, from OMol25.

Summary:
Molar mass, u: 652.949
Structure (SMILES): OP(Br)B1OB(F)OB([PH2]=S)O1.CC(C)O.CC(C)O.CC(C)O.CC(C)O.CC(C)O.CC(C)O
E_tot, hartree: -5298.3860

CARTESIAN COORDINATES (ANGSTROEM)
O: 2.849484 -3.926890 1.677274
P: 3.145914 -2.189481 1.483686
Br: 3.259468 -1.828285 -0.800950
B: 1.623773 -1.156934 2.041230
O: 1.798786 0.322286 2.261300
B: 1.059005 0.901088 1.084133
F: 1.817213 1.967118 0.319194
O: -0.278631 0.406868 0.704662
B: -0.579611 -0.915177 1.286766
P: -2.234544 -1.745336 0.664403
S: -2.484215 -3.371297 1.773791
O: 0.250262 -1.670539 2.245205
H: 2.580276 -4.240440 0.746015
H: -2.107155 -2.077479 -0.760900
H: -3.344139 -0.816298 0.784184
C: -5.629391 1.316317 -1.746480
C: -6.529840 0.352150 -0.990868
C: -7.770015 1.052767 -0.459406
O: -5.805581 -0.216040 0.097302
H: -5.282884 2.123741 -1.091751
H: -4.734973 0.800921 -2.112598
H: -6.152733 1.758747 -2.599845
H: -6.826134 -0.469614 -1.651881
H: -7.499401 1.850914 0.240990
H: -8.402642 0.349394 0.092646
H: -8.357613 1.487342 -1.274107
H: -5.538467 0.506343 0.689612
C: -6.665920 -3.514256 2.276407
C: -7.652340 -3.795006 1.154118
C: -7.140344 -4.884650 0.225741
O: -7.869330 -2.601077 0.406486
H: -5.706347 -3.167250 1.877061
H: -7.042032 -2.719485 2.929506
H: -6.489688 -4.409863 2.880305
H: -8.616552 -4.095818 1.578185
H: -6.197521 -4.586234 -0.246336
H: -7.854860 -5.067471 -0.584046
H: -6.978291 -5.821396 0.768060
H: -7.018477 -2.326542 0.026094
C: 6.498196 2.254161 -3.090688
C: 5.597747 1.289994 -2.335076
C: 4.357573 1.990610 -1.803613
O: 6.322006 0.721803 -1.246906
H: 6.844703 3.061585 -2.435959
H: 7.392614 1.738765 -3.456806
H: 5.974854 2.696590 -3.944053
H: 5.301454 0.468230 -2.996089
H: 4.628186 2.788757 -1.103218
H: 3.724945 1.287238 -1.251562
H: 3.769975 2.425186 -2.618314
H: 6.589120 1.444187 -0.654596
C: 7.873512 -2.917189 -0.921321
C: 6.923296 -2.341437 0.116453
C: 7.615822 -2.149570 1.456208
O: 5.813634 -3.220858 0.280088
H: 8.243877 -3.900567 -0.610728
H: 7.358179 -3.061343 -1.876995
H: 8.730613 -2.255759 -1.081794
H: 6.531159 -1.381228 -0.236043
H: 7.977096 -3.105783 1.851126
H: 6.916684 -1.746156 2.196595
H: 8.465227 -1.465142 1.367130
H: 6.152274 -4.076097 0.592990
C: 1.398196 1.657522 -4.341948
C: 0.497747 0.693355 -3.586336
C: -0.742427 1.393972 -3.054874
O: 1.222006 0.125165 -2.498166
H: 1.744703 2.464946 -3.687219
H: 2.292614 1.142126 -4.708067
H: 0.874854 2.099952 -5.195314
H: 0.201454 -0.128409 -4.247349
H: -0.471814 2.192118 -2.354479
H: -1.375055 0.690599 -2.502823
H: -1.330025 1.828547 -3.869575
H: 1.489120 0.847548 -1.905857
C: 0.664064 4.646317 3.360313
C: -0.786817 4.631500 3.814294
C: -0.952712 3.862844 5.115445
O: -1.591608 4.028984 2.803951
H: 1.027935 3.629014 3.177656
H: 0.766411 5.192444 2.416422
H: 1.307333 5.118198 4.109577
H: -1.141764 5.659427 3.946214
H: -0.646131 2.817697 4.995031
H: -2.003702 3.850039 5.423612
H: -0.357948 4.311150 5.917407
H: -1.283688 3.115826 2.680072

Cartesian forces (eV/Å) of the 3 atoms listed first:
O -0.633 2.394 -2.793
P 1.788 -2.182 0.164
Br -0.789 -0.018 1.438